Record 1
ORCA calculation (ωB97M-V/def2-TZVPD) on a structure of composition C29H29ClF3FeN2O8P3S.

Atoms and positions in Å:
1 Fe -1.26991 -0.84948 -0.69866
2 N 1.14042 2.06334 -1.27116
3 C 1.26441 1.23519 -2.53766
4 C 2.31262 1.83993 -3.45191
5 P 1.71491 -0.46002 -1.92267
6 O 3.19518 -0.13102 -1.34624
7 O 1.76229 -1.36274 -3.08364
8 O 0.83211 -0.65908 -0.70624
9 P -0.44129 1.27973 -3.23253
10 O -0.60254 2.92554 -3.15169
11 O -0.52964 0.86832 -4.64780
12 O -1.29132 0.71127 -2.13834
13 H 2.04327 2.13112 -0.79964
14 H 0.49186 1.55438 -0.65153
15 H 0.75817 2.98742 -1.48021
16 H 3.29215 1.85105 -2.97025
17 H 2.03583 2.85104 -3.76020
18 H 2.37494 1.21501 -4.34133
19 H 3.24174 -0.22440 -0.37555
20 H -1.13736 3.23304 -3.88997
21 F -5.14836 3.08233 2.37208
22 C -4.83818 2.07437 1.51294
23 F -5.27236 2.47704 0.30538
24 F -5.60539 1.03289 1.87830
25 C -3.37354 1.76784 1.53622
26 C -2.54347 2.43629 2.41358
27 C -1.18793 2.13353 2.46535
28 C -0.70852 1.18270 1.58306
29 N -1.48911 0.57541 0.70043
30 C -2.83049 0.77818 0.68084
31 S -3.64640 -0.27386 -0.38982
32 H -2.95982 3.18474 3.07430
33 H -0.52006 2.60823 3.16924
34 H 0.33222 0.87827 1.61006
35 O -1.87423 -4.18086 1.61455
36 C -1.77930 -3.35283 0.71529
37 O -1.20675 -2.20817 0.79166
38 C -2.40668 -3.68404 -0.65740
39 P -1.47656 -2.74201 -1.91338
40 C -0.02692 -3.81178 -2.19519
41 C 0.20973 -4.48431 -3.38761
42 C 1.34598 -5.26864 -3.53560
43 C 2.24815 -5.39154 -2.49046
44 C 2.01390 -4.72402 -1.29559
45 C 0.88792 -3.93129 -1.14818
46 C -2.42613 -2.87373 -3.45848
47 C -3.41680 -3.83322 -3.65465
48 C -4.11584 -3.88824 -4.85250
49 C -3.82504 -2.98594 -5.86706
50 C -2.83842 -2.02805 -5.67772
51 C -2.14217 -1.96767 -4.47875
52 H -3.42874 -3.29461 -0.64426
53 H -2.42570 -4.76200 -0.81068
54 H -0.48271 -4.38390 -4.21415
55 H 1.52902 -5.77574 -4.47559
56 H 3.13915 -5.99675 -2.60914
57 H 2.72057 -4.80474 -0.47880
58 H 0.72466 -3.38074 -0.22946
59 H -3.64777 -4.53918 -2.86655
60 H -4.88948 -4.63404 -4.99181
61 H -4.37289 -3.02637 -6.80138
62 H -2.60826 -1.31174 -6.45650
63 H -1.38803 -1.20120 -4.34575
64 Cl 7.43493 3.77436 4.39794
65 C 6.13686 2.89148 3.62279
66 C 5.63554 3.31891 2.39703
67 C 4.61159 2.63102 1.78855
68 C 4.01538 1.46800 2.37014
69 C 2.97659 0.77667 1.75840
70 C 4.57381 1.06606 3.62534
71 C 5.59822 1.75746 4.22786
72 H 6.06370 4.19679 1.92883
73 H 4.24438 2.97526 0.82615
74 H 2.52398 1.18617 0.86687
75 H 2.48740 -0.06530 2.22845
76 H 4.16584 0.18846 4.11347
77 H 5.99490 1.42907 5.18077

For the total energy, the calculation gives -5280.0799 Eh. The value obtained for the orbital gap is 5.1 eV. The highest occupied orbital energy is -0.9 eV. The largest force on an atom is 0.0085 hartree/bohr. The total charge is -2.

Record 2
ORCA calculation (ωB97M-V/def2-TZVPD) on a structure of composition C29H29MoN7OPS3.

Atoms and positions in Å:
1 Mo -0.14397 0.49807 -0.30680
2 S 4.60149 2.51950 5.32543
3 N 2.99786 2.41482 5.30546
4 C 2.65098 2.03540 4.08308
5 C 1.29613 1.84035 3.61819
6 C 0.16135 2.10447 4.39195
7 C -1.08205 1.92754 3.82120
8 C -1.17986 1.48079 2.51030
9 N -0.10395 1.20419 1.75602
10 C 1.12775 1.40172 2.30084
11 C 2.26074 1.22070 1.42219
12 N 1.97706 0.84083 0.15659
13 C 2.97393 0.76771 -0.73268
14 C 4.29876 1.00820 -0.38826
15 C 4.60871 1.34526 0.91454
16 C 3.57035 1.46817 1.84581
17 C 3.75518 1.85827 3.22236
18 N 4.91992 2.10701 3.80672
19 H 0.27363 2.45865 5.40958
20 H -1.98954 2.14004 4.36968
21 H -2.14785 1.34833 2.05101
22 H 2.69651 0.52132 -1.74898
23 H 5.06635 0.93743 -1.14672
24 H 5.63062 1.53343 1.22086
25 O 0.23627 0.76345 -2.21694
26 N 0.16430 1.94887 -2.87817
27 C 0.44768 1.95131 -4.19929
28 C 0.36449 3.13644 -4.88721
29 C -0.01028 4.29982 -4.21012
30 C -0.28663 4.26136 -2.85529
31 C -0.19246 3.04669 -2.18568
32 S -0.44548 2.79270 -0.49621
33 H 0.72236 0.99462 -4.61903
34 H 0.59060 3.14936 -5.94457
35 H -0.08415 5.23704 -4.74691
36 H -0.57256 5.15101 -2.31103
37 C -3.45788 -0.74339 -3.22222
38 N -3.79323 -1.43780 -1.98973
39 C -4.73114 -2.58759 -2.00001
40 C -4.95029 -2.87962 -0.50526
41 N -3.94307 -1.99740 0.12775
42 C -3.41400 -1.16753 -0.76799
43 S -2.50638 0.26880 -0.28113
44 H -3.05135 -1.45684 -3.93877
45 H -2.73037 0.03709 -3.01202
46 H -4.36091 -0.29911 -3.64029
47 H -4.27086 -3.41811 -2.53631
48 H -5.64437 -2.29883 -2.51792
49 H -4.76447 -3.91845 -0.24511
50 H -5.94663 -2.59812 -0.16782
51 H -3.96047 -1.76945 1.10994
52 C -0.85073 -3.14197 -1.44009
53 P 0.35419 -1.89189 -0.95216
54 C 1.85900 -2.33521 -1.83302
55 C 0.55134 -1.88737 0.82383
56 C -0.59193 -2.02000 1.64798
57 C -0.45948 -2.11277 3.02143
58 C 0.80851 -2.11063 3.58842
59 C 1.95482 -2.01233 2.78943
60 C 1.83454 -1.88473 1.42660
61 H -1.76125 -3.08782 -0.84909
62 H -0.38789 -4.11846 -1.27541
63 H -1.08106 -3.03984 -2.50065
64 H 2.07695 -3.38626 -1.62669
65 H 2.72197 -1.73557 -1.55873
66 H 1.66968 -2.22851 -2.90273
67 H -1.57312 -2.10600 1.20005
68 H -1.33161 -2.23666 3.64894
69 H 0.91709 -2.21822 4.66066
70 H 2.93440 -2.06260 3.24687
71 H 2.72578 -1.83175 0.81335

For the total energy, the calculation gives -3183.7979 Eh. The spin multiplicity is 2. The value obtained for the orbital gap (spin up / spin down) is 5.3 / 5.4 eV. The highest occupied orbital energy (spin up / spin down) is -19.0 / -19.0 eV. The largest force on an atom is 0.0155 hartree/bohr. The total charge is +4.

Record 3
ORCA calculation (ωB97M-V/def2-TZVPD) on an isolated molecule of C29H29N3O7S.

Atoms and positions in Å:
1 C -0.05890 -5.21616 0.83874
2 O -1.38932 -4.76187 0.78385
3 C -1.65722 -3.58615 0.13179
4 C -0.67027 -2.85480 -0.51896
5 C -0.97345 -1.67358 -1.17940
6 N 0.08897 -0.99514 -1.79367
7 C 0.13860 0.27525 -2.25198
8 O -0.80228 1.03520 -2.35174
9 C 1.56423 0.69652 -2.61401
10 N 2.45840 0.39841 -1.50355
11 C 3.70221 -0.08563 -1.79651
12 O 4.04910 -0.27086 -2.94614
13 C 4.63126 -0.35335 -0.66280
14 C 5.91961 0.16626 -0.73473
15 C 6.85640 -0.14249 0.23401
16 C 6.52653 -0.99904 1.27213
17 C 5.25318 -1.53406 1.35005
18 C 4.31334 -1.20476 0.38881
19 S 2.66064 -1.86770 0.51921
20 C 1.90357 -0.27316 0.78684
21 C 1.29148 -0.00560 1.99874
22 C 0.70441 1.22546 2.22139
23 C 0.73812 2.19497 1.22750
24 C 0.18251 3.56766 1.48032
25 O 0.76773 4.37038 2.18307
26 N -0.98306 3.84447 0.86427
27 C -1.72958 2.90923 0.04264
28 C -3.19216 3.34552 -0.00123
29 O -3.36919 4.63545 -0.54823
30 C -2.28326 5.51183 -0.31134
31 C -1.54787 5.17746 0.97894
32 C 1.36242 1.92767 0.01913
33 C 1.94791 0.68947 -0.22052
34 C -2.27781 -1.20288 -1.21117
35 C -3.27160 -1.92216 -0.56590
36 O -4.58019 -1.55502 -0.53236
37 C -4.97344 -0.41727 -1.25917
38 C -2.97890 -3.11816 0.12265
39 O -4.06966 -3.71045 0.68854
40 C -3.92141 -4.68894 1.69107
41 H 0.60036 -4.48797 1.32164
42 H -0.09049 -6.12640 1.43588
43 H 0.32856 -5.45304 -0.15712
44 H 0.35003 -3.20109 -0.51621
45 H 0.96611 -1.50060 -1.75958
46 H 1.93129 0.14120 -3.48329
47 H 1.56841 1.76160 -2.86404
48 H 6.17248 0.80738 -1.56543
49 H 7.84956 0.27499 0.17190
50 H 7.26005 -1.25354 2.02188
51 H 4.98132 -2.20791 2.14806
52 H 1.26926 -0.77351 2.75621
53 H 0.22431 1.43759 3.16389
54 H -1.66280 1.90332 0.46540
55 H -1.33199 2.87013 -0.97849
56 H -3.76322 2.66645 -0.63883
57 H -3.61455 3.30960 1.01482
58 H -1.57898 5.46489 -1.15520
59 H -2.70395 6.51931 -0.26505
60 H -2.23815 5.22831 1.82959
61 H -0.72909 5.87710 1.16089
62 H 1.39689 2.68994 -0.74326
63 H -2.49154 -0.28617 -1.72984
64 H -6.05155 -0.34399 -1.12561
65 H -4.74492 -0.51971 -2.32444
66 H -4.49828 0.49136 -0.87431
67 H -4.92636 -4.84452 2.08368
68 H -3.53751 -5.62944 1.29040
69 H -3.26631 -4.34729 2.49616

For the total energy, the calculation gives -2211.6288 Eh. The value obtained for the orbital gap is 8.1 eV. Its SMILES is COc1cc(NC(=O)CN2C(=O)c3ccccc3Sc3ccc(C(=O)N4CCOCC4)cc32)cc(OC)c1OC. The highest occupied orbital energy is -7.7 eV. The largest force on an atom is 0.0120 hartree/bohr.

Result set for energy above the lowest of the compared OMol25 structures with the same formula, charge and spin: 19.60 3.21 0.00 kcal/mol, one per record in the order listed.